No. 1
Density functional theory data (the ωB97M-V functional and the def2-TZVPD basis) for C28H32N2O4PS2TeTl as an isolated structure.

The energy relative to the best compared isomer or geometry (same formula, charge and spin) comes out at 65.4 kJ/mol. The spin multiplicity is 2. As for the expectation value of S²: 0.763. As for the HOMO energy (spin up / spin down): -0.388 / -0.392 Eh. Its HOMO-LUMO gap (spin up / spin down) is 7.745 / 5.082 eV. As for the charge: +1. The total energy is -83667.92923 eV. The largest force on an atom comes out at 0.021 Eh/bohr.

Cartesian coordinates (Å):
Tl (0.79104, 0.53535, -0.62524)
O (-0.53829, -2.79493, 5.83121)
C (0.47193, -1.81362, 5.76736)
C (0.67425, -1.38840, 4.34047)
C (1.49846, -0.31852, 4.01313)
C (1.60444, 0.04394, 2.68551)
N (0.96217, -0.58564, 1.70616)
C (0.19757, -1.63701, 1.99908)
C (0.02810, -2.05920, 3.31318)
C (-0.47334, -2.31858, 0.86443)
C (-1.10474, -3.54393, 1.04092)
C (-1.73544, -4.16399, -0.02838)
C (-2.46675, -5.46987, 0.17589)
O (-2.11798, -6.13536, 1.36606)
C (-1.69683, -3.52231, -1.25914)
C (-1.04952, -2.30559, -1.35400)
N (-0.44736, -1.71170, -0.32717)
H (-0.57623, -3.15918, 6.71941)
H (1.42309, -2.19646, 6.15622)
H (0.20655, -0.93254, 6.36480)
H (2.03617, 0.23289, 4.77313)
H (2.23688, 0.87017, 2.37949)
H (-0.61717, -2.87988, 3.57923)
H (-1.12454, -4.02726, 2.00456)
H (-2.33915, -6.10984, -0.70297)
H (-3.53094, -5.24082, 0.27411)
H (-1.21355, -6.46118, 1.30653)
H (-2.16384, -3.95886, -2.13178)
H (-1.00081, -1.78597, -2.30167)
C (5.71136, -0.66732, -5.18752)
C (5.43850, -1.23707, -3.81143)
O (4.01509, -1.41044, -3.60135)
P (3.11312, -0.35889, -2.86250)
S (1.21414, -0.83714, -3.23765)
S (3.59417, -0.26018, -0.88895)
O (3.54576, 1.00432, -3.57381)
C (3.08948, 2.30088, -3.17496)
C (4.20209, 3.29816, -3.41760)
H (6.78597, -0.54536, -5.32072)
H (5.22529, 0.29884, -5.30129)
H (5.33177, -1.33876, -5.95621)
H (5.85108, -0.59613, -3.02902)
H (5.86437, -2.23387, -3.71280)
H (2.81971, 2.28777, -2.11443)
H (2.20379, 2.54418, -3.76560)
H (5.07972, 3.03076, -2.83045)
H (3.86940, 4.29458, -3.12867)
H (4.47448, 3.30859, -4.47202)
Te (-2.27284, 1.55132, -1.54901)
C (-2.78195, 3.58283, -1.10792)
C (-1.99792, 4.39563, -0.30047)
C (-2.41682, 5.68571, -0.01187)
C (-3.60029, 6.17355, -0.54610)
C (-4.36705, 5.36746, -1.37354)
C (-3.96411, 4.07029, -1.65242)
C (-2.55451, 0.89000, 0.45956)
C (-1.91726, 1.50949, 1.52721)
C (-2.18990, 1.10408, 2.82576)
C (-3.06772, 0.05624, 3.05991)
C (-3.67382, -0.58735, 1.99097)
C (-3.42527, -0.16759, 0.69248)
H (-1.05552, 4.04757, 0.10033)
H (-1.81023, 6.31119, 0.62920)
H (-3.92538, 7.17843, -0.31448)
H (-5.28643, 5.74169, -1.80284)
H (-4.57700, 3.44410, -2.28791)
H (-1.22787, 2.32700, 1.36289)
H (-1.70624, 1.60700, 3.65301)
H (-3.27650, -0.26124, 4.07304)
H (-4.35214, -1.41231, 2.16674)
H (-3.91668, -0.65966, -0.13808)

Atoms 1-6, force components in eV/Å:
Tl 0.53 -0.86 -0.45
O -0.04 -0.02 -0.09
C 0.15 0.10 0.17
C -0.14 -0.10 -0.12
C -0.03 -0.01 0.02
C 0.10 0.08 0.00

---

No. 2
Density functional theory data (the ωB97M-V functional and the def2-TZVPD basis) for a 2-piece molecular cluster, C28H32N4O overall.

The energy relative to the best compared isomer or geometry (same formula, charge and spin) comes out at 396.6 kJ/mol. As for the HOMO energy: -0.265 Eh. Its HOMO-LUMO gap is 6.171 eV. As for the charge: 0. The total energy is -37559.43041 eV. The largest force on an atom comes out at 0.072 Eh/bohr.

Cartesian coordinates (Å):
O (2.71597, -0.64076, 0.15585)
C (3.32037, -1.09899, 1.14918)
N (3.94221, -1.63088, 2.04247)
C (3.61209, 6.39778, -2.55415)
N (4.17953, 5.35461, -1.72881)
C (5.59585, 5.48758, -1.45398)
C (3.49878, 4.21242, -1.42481)
C (4.10424, 3.19556, -0.63117)
C (3.39812, 2.08899, -0.23834)
C (2.06080, 1.85219, -0.63973)
C (1.28600, 0.77156, -0.06963)
C (0.01945, 0.45749, -0.54614)
C (-0.88908, -0.51901, -0.02850)
C (-2.02570, -0.93883, -0.82851)
C (-2.12266, -0.58967, -2.20093)
C (-3.20446, -0.96406, -2.98292)
C (-4.22478, -1.80306, -2.44956)
N (-5.24356, -2.26932, -3.22907)
C (-6.09166, -3.36767, -2.80955)
C (-5.58199, -1.70989, -4.52228)
C (-4.14415, -2.15338, -1.07170)
C (-3.11108, -1.67513, -0.28554)
C (-0.61904, -1.11465, 1.26936)
C (-0.01269, -0.37105, 2.31402)
C (0.44582, -0.97340, 3.46640)
C (0.09232, -2.31746, 3.74164)
N (0.44659, -2.90838, 4.91901)
C (-0.27886, -4.03759, 5.45903)
C (1.59385, -2.48449, 5.69487)
C (-0.63934, -3.04090, 2.76648)
C (-0.90981, -2.47361, 1.53402)
C (1.45985, 2.87442, -1.42638)
C (2.15238, 4.00188, -1.82786)
H (2.64455, 6.73337, -2.16052)
H (4.31187, 7.24085, -2.54584)
H (3.46588, 6.08070, -3.59911)
H (5.83850, 5.11280, -0.45482)
H (6.21649, 4.94490, -2.18645)
H (5.85217, 6.55133, -1.51072)
H (5.14726, 3.29781, -0.30600)
H (3.88919, 1.34986, 0.39826)
H (1.57743, 0.48162, 0.95089)
H (-0.36273, 1.08831, -1.34834)
H (-1.33759, -0.01312, -2.67478)
H (-3.23259, -0.67019, -4.03157)
H (-5.54547, -4.05066, -2.15202)
H (-6.98208, -3.00591, -2.27744)
H (-6.42154, -3.90481, -3.70369)
H (-5.06970, -0.76243, -4.68795)
H (-5.31980, -2.41220, -5.32327)
H (-6.66349, -1.54193, -4.56658)
H (-4.91854, -2.78755, -0.63553)
H (-3.14970, -1.90598, 0.77249)
H (0.15546, 0.69779, 2.19122)
H (1.04177, -0.39881, 4.16942)
H (-1.31269, -4.03386, 5.09697)
H (0.18675, -4.99415, 5.17605)
H (-0.28299, -3.96377, 6.55431)
H (2.19928, -1.76428, 5.13409)
H (1.26931, -2.02915, 6.64455)
H (2.22128, -3.35721, 5.93708)
H (-0.94184, -4.06873, 2.96784)
H (-1.36909, -3.09350, 0.76534)
H (0.40874, 2.80293, -1.72210)
H (1.65857, 4.76368, -2.43455)

Atoms 1-6, force components in eV/Å:
O 1.78 -1.96 -0.25
C 1.47 -1.85 1.73
N -2.04 1.96 -2.40
C -0.20 -0.02 -0.16
N 0.22 0.33 -0.07
C 0.17 -0.11 0.02

---

No. 3
Density functional theory data (the ωB97M-V functional and the def2-TZVPD basis) for the molecule C28H32N4O4S.

The energy relative to the best compared isomer or geometry (same formula, charge and spin) comes out at 637.3 kJ/mol. As for the SMILES: COc1cccc(OC)c1N1C=CN(C)[C@@H]1/C(=N\S(=O)(=O)c1ccc(C)cc1)c1ccc(N(C)C)cc1. As for the HOMO energy: -0.216 Eh. Its HOMO-LUMO gap is 5.972 eV. As for the charge: 0. The total energy is -54535.46801 eV. The largest force on an atom comes out at 0.089 Eh/bohr.

Cartesian coordinates (Å):
C (-4.47495, -0.97736, -1.64975)
O (-3.03322, -1.26359, -1.73250)
C (-2.56725, -2.50319, -1.47136)
C (-3.28110, -3.50624, -0.78997)
C (-2.77640, -4.79403, -0.75712)
C (-1.53292, -5.10495, -1.26693)
C (-0.76235, -4.03256, -1.78769)
O (0.54408, -4.14283, -2.09956)
C (1.16230, -5.45749, -2.04952)
C (-1.22684, -2.70197, -1.87345)
N (-0.31670, -1.64984, -2.22227)
C (0.72893, -1.68444, -3.14956)
C (1.18809, -0.39360, -3.33575)
N (0.37830, 0.44432, -2.72137)
C (0.47378, 1.88323, -2.67180)
C (-0.39343, -0.27198, -1.71944)
C (0.15429, 0.15822, -0.24120)
N (-0.60306, 0.75984, 0.61470)
S (-2.46604, 1.12235, 0.45084)
O (-3.20194, -0.04218, 0.89661)
O (-2.59321, 1.58309, -0.93116)
C (-3.05687, 2.46724, 1.46532)
C (-3.38777, 3.67411, 0.82284)
C (-3.68432, 4.77890, 1.62204)
C (-3.67319, 4.71683, 3.00569)
C (-3.85748, 5.94189, 3.81695)
C (-3.46220, 3.47845, 3.60622)
C (-3.16812, 2.34758, 2.85581)
C (1.68302, 0.18190, 0.22227)
C (2.61279, -0.71787, -0.33784)
C (3.97401, -0.67604, -0.01513)
C (4.46539, 0.13372, 1.04247)
N (5.80802, 0.08313, 1.47686)
C (6.93667, 0.58236, 0.71396)
C (6.16055, -0.33351, 2.81488)
C (3.53749, 1.02748, 1.64794)
C (2.18983, 1.05159, 1.22747)
H (-4.52707, 0.08607, -1.83794)
H (-5.04612, -1.51920, -2.41305)
H (-4.87385, -1.18221, -0.65053)
H (-4.21394, -3.26257, -0.29751)
H (-3.36542, -5.56928, -0.25694)
H (-1.15038, -6.14227, -1.23428)
H (2.16017, -5.26712, -2.42851)
H (1.19686, -5.83965, -1.02368)
H (0.64826, -6.19164, -2.68309)
H (1.13629, -2.55831, -3.62529)
H (2.00225, -0.08208, -3.96770)
H (-0.44041, 2.23120, -2.19213)
H (1.34269, 2.22649, -2.09515)
H (0.57719, 2.30341, -3.66911)
H (-1.41911, 0.00386, -1.77151)
H (-3.38384, 3.77262, -0.26504)
H (-3.90617, 5.73762, 1.16547)
H (-3.75185, 5.72973, 4.87705)
H (-3.11628, 6.68963, 3.54089)
H (-4.83147, 6.40503, 3.67703)
H (-3.50656, 3.42158, 4.68691)
H (-2.98102, 1.38067, 3.34227)
H (2.25070, -1.48637, -1.02152)
H (4.70258, -1.31625, -0.54049)
H (6.61361, 1.12429, -0.17447)
H (7.54795, 1.25550, 1.33254)
H (7.58680, -0.23538, 0.38963)
H (5.24868, -0.60564, 3.34997)
H (6.81703, -1.21155, 2.79490)
H (6.69350, 0.44529, 3.37965)
H (3.95920, 1.71838, 2.38676)
H (1.55154, 1.77557, 1.74540)

Atoms 1-6, force components in eV/Å:
C 1.06 -0.40 0.20
O -1.71 0.38 -0.01
C 0.30 0.06 0.10
C 0.20 0.51 -0.65
C -0.46 -0.34 0.63
C 0.71 0.39 -0.67